C8H10BaO5S as an isolated structure. Source: the Open Molecules 2025 dataset; level of theory: the ωB97M-V functional and the def2-TZVPD basis.

## Properties
Largest force on an atom ... 4.3 eV/Å
Orbital gap ... 9.25 eV
LUMO ... -0.2696 hartree
Relative energy (zero: lowest compared OMol25 entry of this formula, charge and spin) ... 0.0 kcal/mol
Net charge ... +2

Atoms and positions in Å:
Ba1 -0.54434 0.18361 -0.30078
O1 0.06315 4.23191 -0.93796
C1 -0.05036 3.09675 -1.03792
C2 -0.08918 -2.70609 -1.10341
O2 0.00278 -3.84439 -1.13208
C3 2.36982 0.07476 -1.35402
O3 3.51010 0.07029 -1.26563
C4 -3.40903 0.06398 -1.41893
O4 -4.54590 0.05151 -1.58646
C5 -0.02309 0.75527 -4.10914
H1 -0.95315 1.33180 -4.18566
H2 0.90218 1.34270 -4.07047
C6 -0.02311 -0.58545 -4.08299
H3 0.90043 -1.17066 -4.02995
H4 -0.95215 -1.16389 -4.12765
C7 -0.02902 0.97677 4.25022
S1 1.12074 0.20939 3.05820
C8 0.53888 -1.50953 3.06365
O5 0.58224 0.77322 1.70955
H5 0.42262 0.97187 5.24803
H6 -0.99580 0.45328 4.25991
H7 -0.13553 2.01849 3.94568
H8 -0.18103 -1.69655 3.87821
H9 0.09222 -1.79330 2.09235
H10 1.42656 -2.13571 3.23728